[1]
This record from OMol25 describes a molecular structure, C24H60N4O12SSn at a distorted geometry. The level of theory is wB97M-V/def2-TZVPD.

Cartesian coordinates (Å):
Sn1 -1.8515 1.2589 0.7540
S1 1.1714 1.2182 -0.7074
O1 0.6426 2.1027 0.4271
O2 0.1498 0.1299 -0.8221
O3 1.2143 2.0450 -1.9227
O4 2.4935 0.7570 -0.3342
C1 -4.8900 2.3785 -5.1884
O5 -4.2933 1.8015 -4.0445
C2 -3.1484 2.5507 -3.6257
C3 -2.8882 1.9916 -2.2299
N1 -1.7462 2.4826 -1.4586
C4 -1.5295 3.9292 -1.4091
C5 -2.6045 4.4728 -0.5564
O6 -2.2862 4.0463 0.7559
C6 -2.5266 4.9414 1.8097
H1 -5.8650 1.9036 -5.3057
H2 -4.3218 2.1208 -6.0919
H3 -5.0128 3.4617 -5.1215
H4 -3.3389 3.6221 -3.5269
H5 -2.3930 2.2731 -4.3642
H6 -2.8358 0.9003 -2.3039
H7 -3.8197 2.1216 -1.6536
H8 -0.8991 1.9695 -1.7349
H9 -1.4600 4.3482 -2.4192
H10 -0.5642 4.1493 -0.9545
H11 -3.5573 4.0142 -0.8541
H12 -2.7786 5.5507 -0.5656
H13 -1.7950 4.7946 2.6049
H14 -3.5357 4.8743 2.2204
H15 -2.3325 5.9845 1.5250
C7 1.6637 0.7720 -6.5386
O7 1.2837 0.4278 -5.2107
C8 0.5844 -0.8189 -5.2042
C9 0.1326 -1.0604 -3.7766
N2 1.1696 -1.4177 -2.8463
C10 1.5167 -2.8359 -2.9450
C11 2.8569 -3.0001 -2.2584
O8 3.9525 -2.6883 -3.1123
C12 4.4705 -3.7269 -3.8772
H16 2.3780 1.5877 -6.4103
H17 0.7789 1.0801 -7.1108
H18 2.2137 -0.0297 -7.0481
H19 1.2031 -1.5959 -5.6595
H20 -0.3359 -0.5893 -5.7648
H21 -0.7242 -1.7658 -3.7581
H22 -0.3503 -0.1090 -3.5335
H23 0.8361 -1.2213 -1.9019
H24 1.5399 -3.1302 -3.9924
H25 0.8009 -3.4765 -2.3972
H26 3.0279 -4.0764 -2.0376
H27 2.9928 -2.4823 -1.3146
H28 5.0223 -4.4562 -3.2482
H29 5.2624 -3.3953 -4.5485
H30 3.6870 -4.2787 -4.4150
C13 -0.8651 -2.3784 0.8102
O9 -1.8827 -1.5407 1.3123
C14 -2.5120 -1.9994 2.5056
C15 -3.8561 -1.3366 2.6436
N3 -3.7658 0.1140 2.7835
C16 -4.2715 0.6104 4.0683
C17 -4.5118 2.1047 4.0133
O10 -3.3315 2.8875 3.9531
C18 -2.6822 3.0251 5.2028
H31 -1.1746 -3.4067 0.6072
H32 -0.0103 -2.3701 1.4998
H33 -0.4168 -1.9529 -0.0885
H34 -1.8397 -1.7040 3.3219
H35 -2.5740 -3.0886 2.4653
H36 -4.4003 -1.7580 3.4945
H37 -4.4039 -1.6739 1.7566
H38 -4.3986 0.5920 2.1440
H39 -3.5710 0.4236 4.8854
H40 -5.2412 0.1771 4.3534
H41 -5.0163 2.4148 4.9367
H42 -5.1109 2.3398 3.1291
H43 -1.7851 3.6111 4.9939
H44 -2.2528 2.0942 5.5939
H45 -3.3333 3.5172 5.9284
C19 6.5386 0.6152 3.7485
O11 5.1571 0.7987 3.8347
C20 4.4475 -0.2518 4.4775
C21 4.0936 -1.3235 3.4848
N4 3.1820 -0.9201 2.4555
C22 3.0765 -1.8802 1.3621
C23 2.4706 -3.2215 1.7401
O12 3.3924 -4.1874 2.2633
C24 2.8427 -5.4576 2.4947
H46 7.0243 1.4665 3.2854
H47 6.7581 -0.3096 3.1993
H48 6.9750 0.4793 4.7521
H49 3.5404 0.2698 4.8027
H50 4.9902 -0.5727 5.3743
H51 3.8744 -2.3277 3.8973
H52 5.0175 -1.6500 2.9791
H53 2.2444 -0.7347 2.7905
H54 3.9700 -1.8314 0.7393
H55 2.2976 -1.4525 0.7164
H56 1.8540 -3.5749 0.9024
H57 1.8504 -3.0839 2.6434
H58 3.2638 -5.8359 3.4340
H59 3.2334 -6.1885 1.7755
H60 1.7523 -5.4351 2.5407

**E**: -73050.4225 eV
**LUMO**: -0.04222 Ha
**Frontier orbital gap**: 6.4 eV
**HOMO**: -7.549 eV

These are the Löwdin partial charges, in e, on atoms 1 to 99: atom 1 (Sn): 1.644, atom 2 (S): 0.238, atom 3 (O): -0.483, atom 4 (O): -0.498, atom 5 (O): -0.347, atom 6 (O): -0.314, atom 7 (C): -0.113, atom 8 (O): -0.199, atom 9 (C): -0.192, atom 10 (C): -0.221, atom 11 (N): -0.160, atom 12 (C): -0.169, atom 13 (C): -0.212, atom 14 (O): -0.296, atom 15 (C): -0.097, atom 16 (H): 0.087, atom 17 (H): 0.090, atom 18 (H): 0.086, atom 19 (H): 0.118, atom 20 (H): 0.139, atom 21 (H): 0.126, atom 22 (H): 0.109, atom 23 (H): 0.055, atom 24 (H): 0.136, atom 25 (H): 0.135, atom 26 (H): 0.118, atom 27 (H): 0.133, atom 28 (H): 0.091, atom 29 (H): 0.088, atom 30 (H): 0.096, atom 31 (C): -0.118, atom 32 (O): -0.190, atom 33 (C): -0.221, atom 34 (C): -0.233, atom 35 (N): -0.032, atom 36 (C): -0.192, atom 37 (C): -0.198, atom 38 (O): -0.181, atom 39 (C): -0.145, atom 40 (H): 0.088, atom 41 (H): 0.082, atom 42 (H): 0.082, atom 43 (H): 0.115, atom 44 (H): 0.118, atom 45 (H): 0.116, atom 46 (H): 0.104, atom 47 (H): 0.052, atom 48 (H): 0.109, atom 49 (H): 0.112, atom 50 (H): 0.116, atom 51 (H): 0.104, atom 52 (H): 0.086, atom 53 (H): 0.084, atom 54 (H): 0.084, atom 55 (C): -0.094, atom 56 (O): -0.324, atom 57 (C): -0.212, atom 58 (C): -0.203, atom 59 (N): -0.122, atom 60 (C): -0.211, atom 61 (C): -0.216, atom 62 (O): -0.228, atom 63 (C): -0.093, atom 64 (H): 0.101, atom 65 (H): 0.076, atom 66 (H): 0.068, atom 67 (H): 0.134, atom 68 (H): 0.128, atom 69 (H): 0.121, atom 70 (H): 0.131, atom 71 (H): 0.077, atom 72 (H): 0.119, atom 73 (H): 0.126, atom 74 (H): 0.125, atom 75 (H): 0.129, atom 76 (H): 0.092, atom 77 (H): 0.087, atom 78 (H): 0.095, atom 79 (C): -0.127, atom 80 (O): -0.190, atom 81 (C): -0.209, atom 82 (C): -0.239, atom 83 (N): -0.039, atom 84 (C): -0.207, atom 85 (C): -0.222, atom 86 (O): -0.205, atom 87 (C): -0.123, atom 88 (H): 0.086, atom 89 (H): 0.081, atom 90 (H): 0.082, atom 91 (H): 0.120, atom 92 (H): 0.118, atom 93 (H): 0.113, atom 94 (H): 0.120, atom 95 (H): 0.111, atom 96 (H): 0.135, atom 97 (H): 0.085, atom 98 (H): 0.109, atom 99 (H): 0.118



[2]
This record from OMol25 describes a molecular structure, C24H61Mn2O17P2 at a distorted geometry. The level of theory is wB97M-V/def2-TZVPD.

Cartesian coordinates (Å):
Mn1 -0.8202 -0.6816 -0.6231
Mn2 0.5813 -2.1937 1.1237
O1 0.3932 -0.1934 0.9073
H1 0.4227 0.4541 1.6383
O2 -1.5688 -2.1012 0.6998
H2 -2.4047 -2.5854 0.8462
O3 0.5984 -2.0925 -0.9821
H3 1.5344 -2.0806 -1.2619
C1 -2.4998 1.5796 0.5627
O4 -2.3547 0.8208 -0.6620
C2 -3.5597 0.2809 -1.2213
C3 -3.2638 -0.6086 -2.4325
O5 -2.1052 -1.3751 -2.0935
C4 -1.8216 -2.3635 -3.0255
C5 -0.8912 -1.8197 -4.1865
O6 -1.7069 -1.0725 -5.0686
C6 -1.0378 -0.4757 -6.1724
H4 -2.7513 0.9242 1.3966
H5 -3.3712 2.1703 0.2803
H6 -1.6065 2.1778 0.7422
H7 -4.3419 0.9954 -1.4778
H8 -3.9030 -0.4155 -0.4562
H9 -3.1638 0.0277 -3.3119
H10 -4.1400 -1.1997 -2.6987
H11 -2.7017 -2.8468 -3.4497
H12 -1.3157 -3.1402 -2.4519
H13 -0.5351 -2.7336 -4.6619
H14 -0.0010 -1.2565 -3.9066
H15 -0.6977 -1.1581 -6.9513
H16 -0.1676 0.1169 -5.8900
H17 -1.7417 0.1943 -6.6661
C7 0.0485 -5.3993 0.8031
O7 0.9813 -4.2875 0.7222
C8 2.3374 -4.6158 1.0502
C9 3.2667 -3.4739 0.6823
O8 2.6914 -2.1697 0.9973
C10 3.6643 -1.1166 0.8659
C11 4.1278 -0.8841 -0.6399
O9 4.9119 -1.9952 -1.1095
C12 6.2042 -2.1529 -0.5974
H18 -0.9080 -5.1701 0.3333
H19 -0.1929 -5.6006 1.8468
H20 0.4577 -6.2806 0.3093
H21 2.6415 -5.5352 0.5498
H22 2.3197 -4.8973 2.1031
H23 3.5571 -3.5822 -0.3627
H24 4.1490 -3.6258 1.3041
H25 4.5271 -1.4252 1.4562
H26 3.1852 -0.2142 1.2458
H27 4.7247 0.0063 -0.8372
H28 3.2813 -0.8326 -1.3246
H29 6.7558 -2.7818 -1.2962
H30 6.2407 -2.5563 0.4146
H31 6.6372 -1.1530 -0.5695
C13 -2.2141 3.3712 -3.0404
C14 -1.3182 2.5214 -3.9101
O10 -0.0234 2.7760 -3.4364
P1 0.8729 1.4841 -2.8633
O11 0.0588 0.5443 -2.0373
O12 1.5612 0.8616 -4.2331
C15 2.4422 -0.2772 -4.0163
C16 3.9476 0.1585 -3.8926
O13 2.1535 2.2040 -2.1197
C17 2.2959 2.2296 -0.7016
C18 1.2938 3.1573 -0.0377
H32 -1.8631 4.3841 -3.2379
H33 -3.2673 3.2420 -3.2895
H34 -2.0073 3.1409 -1.9952
H35 -1.6297 1.4798 -3.8326
H36 -1.3824 2.7836 -4.9662
H37 2.1017 -0.9345 -3.2161
H38 2.4434 -0.8588 -4.9382
H39 4.3043 0.5945 -4.8257
H40 3.9864 0.9189 -3.1127
H41 4.5836 -0.6844 -3.6224
H42 2.1926 1.1926 -0.3820
H43 3.2694 2.5200 -0.3065
H44 1.3611 3.0718 1.0468
H45 1.4252 4.1499 -0.4685
H46 0.2540 2.9311 -0.2740
C19 -3.7155 -0.6730 3.4599
C20 -2.2389 -0.4515 3.8089
O14 -2.1891 0.4003 4.9545
P2 -2.2337 1.9850 4.6763
O15 -2.9589 2.4179 3.4882
O16 -0.6710 2.3715 4.6312
C21 0.1295 2.0903 3.5088
C22 1.1647 0.9470 3.8098
O17 -2.7503 2.6143 6.0679
C23 -2.9949 4.0197 6.1679
C24 -3.9200 4.3898 7.3386
H47 -4.3123 -0.9574 4.3265
H48 -4.1258 0.2355 3.0189
H49 -3.6850 -1.5377 2.7970
H50 -1.8514 -1.4124 4.1475
H51 -1.6375 -0.1967 2.9363
H52 -0.5421 1.7731 2.7111
H53 0.6478 3.0169 3.2619
H54 1.6990 1.3413 4.6742
H55 0.7467 -0.0357 4.0281
H56 1.8171 0.8144 2.9468
H57 -2.1071 4.6516 6.1937
H58 -3.4135 4.3434 5.2149
H59 -4.8991 3.9238 7.2274
H60 -3.5136 3.9117 8.2299
H61 -3.9539 5.4498 7.5902

**Charge**: +1
**E**: -141902.3896 eV
**LUMO (spin up / spin down)**: -0.07337 / -0.08824 Ha
**Expectation value of S²**: 30.01
**2S+1**: 11
**Frontier orbital gap (spin up / spin down)**: 7.8 / 9.4 eV
**HOMO (spin up / spin down)**: -9.805 / -11.794 eV

These are the Löwdin partial charges, in e, on atoms 1 to 99: atom 1 (Mn): 0.717, atom 2 (Mn): 0.926, atom 3 (O): -0.386, atom 4 (H): -0.032, atom 5 (O): -0.392, atom 6 (H): 0.002, atom 7 (O): -0.373, atom 8 (H): -0.008, atom 9 (C): -0.029, atom 10 (O): -0.292, atom 11 (C): -0.142, atom 12 (C): -0.132, atom 13 (O): -0.215, atom 14 (C): -0.143, atom 15 (C): -0.155, atom 16 (O): -0.188, atom 17 (C): -0.091, atom 18 (H): 0.063, atom 19 (H): 0.105, atom 20 (H): 0.082, atom 21 (H): 0.139, atom 22 (H): 0.130, atom 23 (H): 0.114, atom 24 (H): 0.142, atom 25 (H): 0.137, atom 26 (H): 0.121, atom 27 (H): 0.126, atom 28 (H): 0.086, atom 29 (H): 0.089, atom 30 (H): 0.070, atom 31 (H): 0.092, atom 32 (C): -0.028, atom 33 (O): -0.282, atom 34 (C): -0.156, atom 35 (C): -0.122, atom 36 (O): -0.231, atom 37 (C): -0.097, atom 38 (C): -0.141, atom 39 (O): -0.236, atom 40 (C): -0.096, atom 41 (H): 0.094, atom 42 (H): 0.097, atom 43 (H): 0.098, atom 44 (H): 0.137, atom 45 (H): 0.133, atom 46 (H): 0.135, atom 47 (H): 0.136, atom 48 (H): 0.123, atom 49 (H): 0.106, atom 50 (H): 0.125, atom 51 (H): 0.095, atom 52 (H): 0.102, atom 53 (H): 0.080, atom 54 (H): 0.094, atom 55 (C): -0.048, atom 56 (C): -0.302, atom 57 (O): -0.168, atom 58 (P): 0.647, atom 59 (O): -0.246, atom 60 (O): -0.190, atom 61 (C): -0.238, atom 62 (C): -0.049, atom 63 (O): -0.171, atom 64 (C): -0.267, atom 65 (C): -0.045, atom 66 (H): 0.087, atom 67 (H): 0.088, atom 68 (H): 0.067, atom 69 (H): 0.089, atom 70 (H): 0.129, atom 71 (H): 0.086, atom 72 (H): 0.119, atom 73 (H): 0.084, atom 74 (H): 0.054, atom 75 (H): 0.075, atom 76 (H): 0.077, atom 77 (H): 0.127, atom 78 (H): 0.069, atom 79 (H): 0.095, atom 80 (H): 0.056, atom 81 (C): -0.062, atom 82 (C): -0.281, atom 83 (O): -0.163, atom 84 (P): 0.456, atom 85 (O): -0.208, atom 86 (O): -0.172, atom 87 (C): -0.263, atom 88 (C): -0.041, atom 89 (O): -0.157, atom 90 (C): -0.275, atom 91 (C): -0.059, atom 92 (H): 0.088, atom 93 (H): 0.064, atom 94 (H): 0.067, atom 95 (H): 0.119, atom 96 (H): 0.079, atom 97 (H): 0.069, atom 98 (H): 0.120, atom 99 (H): 0.088